1.
Entry from OMol25: C26H29BrN3OPPbS as an isolated structure (the ωB97M-V functional and the def2-TZVPD basis).

* total charge: +4
* maximum force: 0.74 eV/A
* ΔE to the lowest compared entry with this formula, charge and spin: 2.964 eV
* orbital gap (spin up / spin down): 4.982 / 3.625 eV
* HOMO level (spin up / spin down): -19.12 / -19.14 eV

Last column: Löwdin charge in e.
Geometry (Å):
Pb 0.27 0.44 -1.08  1.489
N -1.24 -1.82 1.26  -0.060
P -0.52 -0.42 1.83  1.009
C -0.02 -0.75 3.47  -0.378
C -1.04 -0.84 4.45  -0.061
C -0.67 -1.13 5.75  -0.018
C 0.67 -1.29 6.08  0.008
C 1.67 -1.18 5.12  -0.026
C 1.33 -0.91 3.80  -0.070
C -1.69 0.91 1.73  -0.411
C -3.00 0.74 1.25  -0.068
C -3.88 1.79 1.36  -0.029
C -3.46 3.01 1.89  0.002
C -2.15 3.19 2.34  -0.021
C -1.25 2.14 2.25  -0.068
C -1.54 -2.28 -0.03  -0.352
C -2.22 -3.49 -0.15  0.040
C -2.51 -3.97 -1.41  0.028
C -2.11 -3.24 -2.53  -0.001
C -1.44 -2.06 -2.33  -0.121
N -1.14 -1.57 -1.10  -0.065
H -1.31 -2.54 1.98  0.137
H -2.08 -0.69 4.20  0.121
H -1.44 -1.24 6.51  0.133
H 0.95 -1.49 7.11  0.136
H 2.71 -1.30 5.39  0.131
H 2.10 -0.81 3.05  0.106
H -3.33 -0.21 0.86  0.112
H -4.92 1.66 1.06  0.130
H -4.16 3.84 1.97  0.134
H -1.85 4.13 2.78  0.133
H -0.24 2.27 2.62  0.126
H -2.51 -4.03 0.74  0.142
H -3.03 -4.91 -1.52  0.146
H -2.32 -3.59 -3.53  0.137
H -1.11 -1.47 -3.18  0.118
Br -2.75 6.05 -5.04  1.318
C -2.09 4.69 -4.04  -0.621
C -0.69 4.58 -3.85  -0.007
C -0.25 3.51 -3.10  -0.088
N -1.07 2.61 -2.55  0.004
C -2.40 2.73 -2.72  -0.083
C -2.97 3.75 -3.46  -0.014
H 0.00 5.30 -4.28  0.140
H 0.81 3.38 -2.94  0.128
H -3.03 1.99 -2.26  0.127
H -4.04 3.82 -3.60  0.138
C 5.60 -0.16 -1.74  -0.097
C 4.66 -0.21 -2.93  -0.360
S 3.11 -1.12 -2.78  1.054
O 2.17 -0.17 -1.94  -0.843
C 3.50 -2.50 -1.69  -0.358
C 3.42 -2.22 -0.20  -0.107
H 6.53 0.32 -2.08  0.104
H 5.88 -1.14 -1.38  0.079
H 5.21 0.44 -0.93  0.086
H 5.11 -0.67 -3.81  0.112
H 4.30 0.78 -3.22  0.099
H 4.50 -2.83 -2.00  0.112
H 2.80 -3.29 -1.99  0.096
H 4.18 -1.52 0.13  0.075
H 3.56 -3.16 0.33  0.103
H 2.44 -1.83 0.07  0.039


2.
Entry from OMol25: a 2-piece molecular cluster, C6H10N2 overall in a non-equilibrium geometry (the ωB97M-V functional and the def2-TZVPD basis).

* SMILES: c1ccncc1.CN
* maximum force: 3.85 eV/A
* ΔE to the lowest compared entry with this formula, charge and spin: 2.830 eV
* orbital gap: 9.205 eV
* HOMO level: -8.40 eV

Last column: Löwdin charge in e.
Geometry (Å):
C -0.34 -1.72 0.94  -0.124
C 0.03 -1.71 -0.38  -0.085
C -0.32 -0.47 -1.04  -0.213
N -1.07 0.52 -0.59  0.024
C -1.57 0.34 0.68  -0.118
C -1.26 -0.77 1.49  -0.050
H 0.09 -2.42 1.70  0.113
H 0.47 -2.71 -0.94  0.161
H 0.30 -0.31 -2.01  0.127
H -2.12 1.18 0.91  0.072
H -1.45 -0.85 2.55  0.090
C 1.97 1.28 0.18  -0.217
N 1.54 1.73 -1.16  -0.134
H 3.05 1.55 0.43  0.081
H 1.04 1.49 1.09  0.129
H 1.84 0.22 0.18  -0.003
H 0.45 1.81 -1.24  0.064
H 2.00 2.60 -1.60  0.084


3.
Entry from OMol25: C3H3AgFO2 as an isolated structure in a non-equilibrium geometry (the ωB97M-V functional and the def2-TZVPD basis).

* total charge: +1
* maximum force: 6.03 eV/A
* ΔE to the lowest compared entry with this formula, charge and spin: 3.283 eV
* orbital gap: 6.644 eV
* HOMO level: -12.93 eV

Last column: Löwdin charge in e.
Geometry (Å):
F -1.33 -0.53 -0.48  -0.120
O 0.16 0.94 0.09  0.049
Ag -3.73 2.84 1.38  0.928
O -1.90 1.73 0.56  0.087
C -1.08 0.90 0.37  -0.381
C 0.53 -0.45 -0.93  0.203
C 1.60 -1.24 -0.33  -0.096
H 1.68 -2.24 -0.78  0.107
H 1.57 -1.25 0.77  0.097
H 2.51 -0.70 -0.65  0.126


4.
Entry from OMol25: a 3-piece molecular cluster, C3H5NO2 overall in a non-equilibrium geometry (the ωB97M-V functional and the def2-TZVPD basis).

* maximum force: 2.47 eV/A
* ΔE to the lowest compared entry with this formula, charge and spin: 3.601 eV
* orbital gap: 9.250 eV
* HOMO level: -8.91 eV

Last column: Löwdin charge in e.
Geometry (Å):
C -0.37 1.34 -0.56  -0.579
C 0.05 -0.78 0.26  -0.259
C 0.38 -1.77 1.07  0.007
O 0.57 1.35 -1.41  0.046
O -1.21 2.38 -0.53  0.137
N -0.66 0.30 0.23  0.089
H 1.12 0.13 -1.22  0.184
H -1.88 2.19 0.14  0.127
H 1.07 -0.72 -0.78  0.133
H -0.18 -1.90 1.99  0.063
H 1.11 -2.52 0.81  0.052


5.
Entry from OMol25: C28H16BrCoF3N5OS3 as an isolated structure in a non-equilibrium geometry (the ωB97M-V functional and the def2-TZVPD basis).

* multiplicity: 4
* <S²>: 3.761
* total charge: -1
* maximum force: 4.78 eV/A
* ΔE to the lowest compared entry with this formula, charge and spin: 0.000 eV
* orbital gap (spin up / spin down): 6.250 / 6.238 eV
* HOMO level (spin up / spin down): -4.45 / -4.43 eV

Last column: Löwdin charge in e.
Geometry (Å):
Co -1.14 -0.61 -1.91  0.331
F 3.24 -4.88 -0.50  0.057
C 2.66 -3.60 -0.53  -0.531
F 3.63 -2.71 -0.88  0.105
F 2.29 -3.34 0.78  0.098
C 1.49 -3.62 -1.38  -0.153
C 1.28 -4.68 -2.26  -0.009
C 0.17 -4.65 -3.13  -0.074
C -0.73 -3.60 -2.98  -0.122
N -0.47 -2.50 -2.27  -0.041
C 0.75 -2.40 -1.53  -0.622
S 1.13 -0.80 -1.12  0.749
H 2.01 -5.52 -2.29  0.128
H 0.03 -5.52 -3.79  0.094
H -1.73 -3.63 -3.42  0.120
S -3.34 -0.09 -3.11  0.597
C -2.06 0.27 -4.12  -1.069
N -0.73 0.24 -3.62  -0.086
C 0.11 0.52 -4.68  -0.313
C 1.45 0.27 -4.70  -0.035
C 2.18 0.28 -5.91  -0.077
C 1.64 0.68 -7.17  -0.086
C 0.24 0.88 -7.14  -0.121
C -0.51 0.84 -5.95  -0.519
S -2.19 1.05 -5.73  0.980
H 1.97 0.07 -3.83  0.054
H 3.20 -0.09 -5.88  0.093
H 2.17 0.81 -8.09  0.078
H -0.38 1.02 -8.03  0.099
Br 2.44 4.14 8.74  0.732
C 1.25 3.11 7.77  -0.751
C 1.35 1.71 7.92  -0.131
C 0.44 0.94 7.18  -0.022
C -0.31 1.58 6.15  -0.284
C -0.47 3.00 6.12  -0.030
C 0.35 3.74 6.92  -0.164
N -0.68 0.79 5.11  0.023
N -0.68 1.41 3.96  0.067
C -1.36 0.78 2.97  -0.244
C -2.18 -0.37 3.10  -0.007
C -2.63 -1.06 2.00  -0.016
C -2.06 -0.76 0.76  -0.333
O -1.99 -1.57 -0.22  -0.075
C -1.48 0.57 0.55  -0.193
N -1.34 0.98 -0.70  0.001
C -0.98 2.27 -0.96  -0.090
C -0.63 3.10 0.08  -0.075
C -0.65 2.68 1.39  0.003
C -1.15 1.37 1.65  -0.080
H 2.05 1.35 8.71  0.102
H 0.44 -0.12 7.22  0.089
H -1.11 3.47 5.36  0.108
H 0.33 4.79 7.03  0.077
H -2.42 -0.70 4.09  0.096
H -3.33 -1.90 2.15  0.120
H -1.04 2.64 -1.99  0.117
H -0.42 4.15 -0.12  0.104
H -0.11 3.23 2.24  0.134


6.
Entry from OMol25: a 2-piece molecular cluster, H5N3 overall in a non-equilibrium geometry (the ωB97M-V functional and the def2-TZVPD basis).

* maximum force: 2.07 eV/A
* ΔE to the lowest compared entry with this formula, charge and spin: 3.173 eV
* orbital gap (spin up / spin down): 7.538 / 9.357 eV
* HOMO level (spin up / spin down): -7.26 / -8.49 eV

Last column: Löwdin charge in e.
Geometry (Å):
N 1.09 -0.36 0.27  -0.066
N -1.12 -0.43 0.12  -0.045
N 0.03 -0.34 -0.55  -0.256
H 1.06 0.27 1.08  0.083
H 1.95 -0.26 -0.26  0.078
H -1.92 -0.55 -0.47  0.088
H -1.27 0.18 0.93  0.091
H 0.18 1.50 -1.13  0.027


7.
Entry from OMol25: a 2-piece molecular cluster, C4H12 overall in a non-equilibrium geometry (the ωB97M-V functional and the def2-TZVPD basis).

* SMILES: CC.CC
* maximum force: 6.40 eV/A
* ΔE to the lowest compared entry with this formula, charge and spin: 1.218 eV
* orbital gap: 12.448 eV
* HOMO level: -11.33 eV

Last column: Löwdin charge in e.
Geometry (Å):
C -0.80 1.74 -1.54  -0.158
C 0.04 0.91 -2.56  -0.154
H -1.12 2.67 -1.92  0.034
H -1.59 0.96 -1.14  0.098
H -0.20 2.08 -0.71  0.039
H 0.00 -0.18 -2.21  0.077
H 1.12 1.00 -2.38  0.061
H -0.22 1.11 -3.49  0.000
C -0.05 -0.63 1.59  -0.133
C 0.70 -1.90 2.30  -0.156
H -0.93 -0.45 2.18  0.041
H 0.47 0.28 1.69  0.035
H -0.27 -0.99 0.57  0.060
H 1.79 -1.76 2.25  0.045
H 0.60 -1.92 3.41  0.053
H 0.45 -2.92 1.97  0.057


8.
Entry from OMol25: an isolated ion of composition C3HNOS3 and charge -2 in a non-equilibrium geometry (the ωB97M-V functional and the def2-TZVPD basis).

* SMILES: [H]/N=C(\C([O-])=S)C(=S)[S-]
* total charge: -2
* maximum force: 4.98 eV/A
* ΔE to the lowest compared entry with this formula, charge and spin: 1.006 eV
* orbital gap: 5.897 eV
* HOMO level: -0.16 eV

Last column: Löwdin charge in e.
Geometry (Å):
H 1.92 0.64 0.87  0.000
N 0.93 1.12 0.77  0.049
C 0.08 0.26 0.23  -0.636
C 0.53 -1.02 -0.25  -1.025
O -0.19 -2.04 -0.33  -0.126
S 2.11 -0.91 -0.88  0.368
C -1.34 0.62 -0.04  -1.413
S -1.71 0.71 -1.66  0.407
S -2.33 0.62 1.29  0.377


9.
Entry from OMol25: C2H3Dy as an isolated structure (the ωB97M-V functional and the def2-TZVPD basis).

* multiplicity: 6
* <S²>: 9.486
* total charge: +2
* maximum force: 0.81 eV/A
* ΔE to the lowest compared entry with this formula, charge and spin: 1.488 eV
* orbital gap (spin up / spin down): 9.292 / 7.747 eV
* HOMO level (spin up / spin down): -20.27 / -20.29 eV

Last column: Löwdin charge in e.
Geometry (Å):
C -1.85 -0.67 -0.12  -0.010
H -1.78 -1.74 0.00  0.072
C -1.98 0.54 -0.11  -0.001
H -2.16 1.60 -0.20  0.075
H 1.37 -1.91 -0.16  0.044
Dy 1.06 0.19 0.27  1.820


10.
Entry from OMol25: C12H28O8Si as an isolated structure in a non-equilibrium geometry (the ωB97M-V functional and the def2-TZVPD basis).

* maximum force: 4.26 eV/A
* ΔE to the lowest compared entry with this formula, charge and spin: 1.420 eV
* orbital gap: 9.974 eV
* HOMO level: -9.19 eV

Last column: Löwdin charge in e.
Geometry (Å):
O -2.50 3.74 -1.19  -0.173
O 2.72 -0.68 -2.30  -0.187
O 1.59 -2.20 1.15  -0.285
O -2.56 -1.97 2.50  -0.174
O -0.17 2.49 -0.07  -0.151
O 0.39 0.35 -1.58  -0.131
O 1.06 0.50 1.16  -0.086
O -1.40 0.08 0.39  -0.130
C -1.65 3.28 -2.20  -0.102
C 2.06 -1.87 -1.76  -0.044
C 1.70 -3.48 1.71  -0.093
C -2.82 -0.64 2.79  -0.133
C -2.56 2.96 -0.07  -0.193
C 2.05 0.10 -3.24  -0.202
C 2.51 -1.20 1.67  -0.143
C -2.36 -2.06 1.07  -0.140
C -1.18 2.97 0.77  -0.180
C 1.25 1.12 -2.47  -0.170
C 2.41 0.18 1.09  -0.190
C -1.16 -1.24 0.48  -0.272
Si 0.00 0.88 0.00  0.228
H -1.63 4.06 -2.93  0.084
H -0.61 3.14 -1.87  0.076
H -2.12 2.42 -2.65  0.100
H 1.06 -2.07 -2.23  0.103
H 1.88 -1.68 -0.73  0.033
H 2.70 -2.75 -1.87  0.091
H 2.49 -4.06 1.30  0.080
H 1.88 -3.39 2.77  0.087
H 0.72 -3.94 1.65  0.097
H -1.91 -0.06 2.46  0.097
H -3.69 -0.34 2.21  0.088
H -3.12 -0.47 3.81  0.085
H -3.37 3.39 0.61  0.145
H -2.85 2.00 -0.45  0.104
H 2.76 0.52 -3.91  0.120
H 1.43 -0.56 -3.74  0.099
H 3.53 -1.71 1.54  0.155
H 2.30 -1.19 2.74  0.127
H -3.26 -1.64 0.55  0.127
H -2.31 -3.11 0.76  0.119
H -0.92 3.99 1.02  0.120
H -1.28 2.39 1.74  0.130
H 1.88 1.80 -1.93  0.119
H 0.65 1.73 -3.12  0.108
H 2.88 0.83 1.81  0.131
H 2.76 0.39 0.10  0.113
H -0.21 -1.43 0.97  0.102
H -1.02 -1.58 -0.52  0.112


11.
Entry from OMol25: one molecule with the formula C2H3FNP in a non-equilibrium geometry (the ωB97M-V functional and the def2-TZVPD basis).

* SMILES: [H]/N=C1/CP1F
* maximum force: 3.63 eV/A
* ΔE to the lowest compared entry with this formula, charge and spin: 0.405 eV
* orbital gap: 9.048 eV
* HOMO level: -8.44 eV

Last column: Löwdin charge in e.
Geometry (Å):
H -0.42 -2.54 0.28  0.064
N -0.60 -1.55 0.15  0.117
C 0.20 -0.65 0.16  -0.585
C 0.25 0.83 -0.03  -0.256
P 1.92 0.03 0.65  0.885
F 2.53 -0.37 -0.73  -0.371
H 0.33 1.48 -1.01  0.118
H -0.21 1.29 0.80  0.027


12.
Entry from OMol25: a 2-piece molecular cluster, C3H6Cl2N overall in a non-equilibrium geometry (the ωB97M-V functional and the def2-TZVPD basis).

* multiplicity: 3
* <S²>: 2.014
* total charge: +1
* maximum force: 4.26 eV/A
* ΔE to the lowest compared entry with this formula, charge and spin: 0.399 eV
* orbital gap (spin up / spin down): 8.524 / 6.229 eV
* HOMO level (spin up / spin down): -12.41 / -13.19 eV

Last column: Löwdin charge in e.
Geometry (Å):
C 2.15 -0.89 -0.12  -0.654
C 1.27 0.03 -0.06  -0.710
C -1.16 -0.55 0.08  0.057
N -1.73 0.84 -0.02  0.151
Cl 3.87 -0.62 -0.01  0.649
Cl 1.36 1.61 0.28  0.803
H 1.83 -1.88 -0.47  0.086
H -1.36 -1.22 -0.76  0.111
H -1.05 -0.79 1.14  0.110
H -2.24 1.08 0.79  0.148
H -2.00 0.91 -0.99  0.169
H -0.92 1.48 0.16  0.082


- What is the formula in the fourth record?
  C3H5NO2


Please write out number 11 again, unchanged.
Entry from OMol25: one molecule with the formula C2H3FNP in a non-equilibrium geometry (the ωB97M-V functional and the def2-TZVPD basis).

* SMILES: [H]/N=C1/CP1F
* maximum force: 3.63 eV/A
* ΔE to the lowest compared entry with this formula, charge and spin: 0.405 eV
* orbital gap: 9.048 eV
* HOMO level: -8.44 eV

Last column: Löwdin charge in e.
Geometry (Å):
H -0.42 -2.54 0.28  0.064
N -0.60 -1.55 0.15  0.117
C 0.20 -0.65 0.16  -0.585
C 0.25 0.83 -0.03  -0.256
P 1.92 0.03 0.65  0.885
F 2.53 -0.37 -0.73  -0.371
H 0.33 1.48 -1.01  0.118
H -0.21 1.29 0.80  0.027